{
  "formula": "C7H4Br2F2",
  "method": "the ωB97M-V functional and the def2-TZVPD basis",
  "lumo_energy_ev": [-0.81, -0.98],
  "gap_ev": [8.204, 8.452],
  "multiplicity": 1,
  "symbols": ["C", "C", "C", "C", "C", "C", "C", "F", "F", "Br", "Br", "H", "H", "H", "H"],
  "positions_angstrom": [[1.933, 0.901, 0.166], [2.339, -0.383, -0.211], [0.605, 1.108, 0.335], [1.475, -1.391, -0.337], [-0.281, 0.084, 0.080], [0.106, -1.147, -0.181], [-3.021, 0.470, 0.177], [-0.699, -2.206, -0.194], [-3.303, 0.230, 1.561], [-3.532, -0.986, -0.818], [-3.581, 2.137, -0.491], [2.523, 1.798, 0.403], [3.487, -0.452, -0.237], [0.279, 2.229, 0.449], [1.671, -2.390, -0.704]],
  "forces_ev_per_angstrom": [[0.070, 0.360, 0.454], [4.542, 2.026, 0.894], [-2.158, 3.121, -0.617], [-1.531, -1.581, -1.030], [-1.686, 2.274, 0.909], [1.023, -1.489, 0.180], [0.454, -0.473, 2.663], [-0.523, -0.372, -0.317], [0.522, 0.951, -2.758], [-0.327, -0.645, -0.459], [0.199, -0.060, 0.475], [0.484, -0.973, -0.470], [-1.936, -0.630, -0.409], [0.240, -2.428, 0.167], [0.627, -0.082, 0.319]],
  "mulliken_charge": [-0.240, -0.430, -0.418, -0.353, 0.140, 0.408, 0.177, -0.246, -0.191, 0.003, -0.025, 0.334, 0.238, 0.218, 0.384]
}

{
  "formula": "C36H40GeNO3PtS2",
  "method": "the ωB97M-V functional and the def2-TZVPD basis",
  "s_squared": 0.76,
  "lumo_energy_ev": [-6.71, -6.82],
  "total_charge": 2,
  "gap_ev": [6.241, 6.132],
  "multiplicity": 2,
  "symbols": ["Pt", "O", "S", "C", "C", "C", "C", "S", "O", "C", "C", "C", "C", "C", "C", "C", "C", "C", "C", "C", "C", "H", "H", "H", "H", "H", "H", "H", "H", "H", "H", "H", "H", "H", "H", "H", "H", "H", "H", "C", "N", "C", "C", "O", "H", "H", "H", "H", "H", "H", "H", "C", "Ge", "C", "C", "C", "C", "C", "C", "C", "C", "C", "C", "C", "C", "C", "C", "C", "C", "H", "H", "H", "H", "H", "H", "H", "H", "H", "H", "H", "H", "H", "H", "H"],
  "positions_angstrom": [[0.001, -1.022, -1.008], [0.030, -2.723, 0.453], [0.820, -3.137, 1.691], [2.529, -3.412, 1.113], [3.035, -2.381, 0.115], [3.739, -1.166, 0.718], [4.100, -0.145, -0.363], [2.774, 1.048, -0.679], [1.479, 0.326, -0.260], [2.944, 2.213, 0.648], [3.879, 2.120, 1.669], [3.877, 3.080, 2.670], [2.951, 4.112, 2.649], [2.019, 4.197, 1.623], [2.016, 3.249, 0.615], [1.082, -1.696, 2.709], [0.463, -0.499, 2.415], [0.676, 0.602, 3.237], [1.484, 0.480, 4.354], [2.074, -0.742, 4.665], [1.869, -1.841, 3.849], [2.506, -4.411, 0.678], [3.127, -3.460, 2.024], [2.184, -2.049, -0.487], [3.703, -2.879, -0.591], [4.652, -1.487, 1.223], [3.112, -0.685, 1.470], [4.296, -0.621, -1.325], [4.978, 0.457, -0.126], [4.604, 1.319, 1.714], [4.606, 3.020, 3.466], [2.960, 4.859, 3.430], [1.308, 5.011, 1.600], [1.295, 3.315, -0.190], [-0.202, -0.409, 1.569], [0.193, 1.541, 3.003], [1.640, 1.330, 5.004], [2.685, -0.842, 5.551], [2.317, -2.793, 4.105], [1.189, 0.791, -5.949], [0.700, -0.308, -5.103], [0.218, -1.560, -5.696], [0.681, -0.172, -3.806], [0.284, -1.107, -3.053], [1.134, 0.474, -6.985], [2.225, 1.023, -5.712], [0.567, 1.674, -5.822], [0.338, -1.501, -6.772], [-0.834, -1.703, -5.449], [0.791, -2.400, -5.307], [1.029, 0.779, -3.397], [-1.322, 2.038, -2.394], [-1.854, 0.540, -1.276], [-3.158, -0.608, -2.127], [-2.903, -1.909, -2.553], [-3.903, -2.669, -3.140], [-5.170, -2.128, -3.314], [-5.435, -0.833, -2.898], [-4.436, -0.076, -2.305], [-2.221, 1.072, 0.536], [-2.060, 2.409, 0.829], [-2.342, 2.917, 2.113], [-2.737, 2.063, 3.102], [-2.886, 0.676, 2.858], [-3.260, -0.209, 3.898], [-3.392, -1.547, 3.659], [-3.171, -2.055, 2.361], [-2.812, -1.221, 1.340], [-2.644, 0.168, 1.559], [-2.194, 2.686, -2.500], [-1.046, 1.694, -3.390], [-0.503, 2.618, -1.971], [-1.920, -2.358, -2.431], [-3.699, -3.682, -3.461], [-5.952, -2.719, -3.770], [-6.423, -0.414, -3.030], [-4.669, 0.929, -1.970], [-1.737, 3.103, 0.063], [-2.238, 3.975, 2.308], [-2.945, 2.439, 4.096], [-3.444, 0.194, 4.885], [-3.682, -2.218, 4.455], [-3.300, -3.112, 2.172], [-2.668, -1.635, 0.348]],
  "forces_ev_per_angstrom": [[0.585, -1.149, -0.289], [-0.180, 0.638, 0.088], [0.149, -0.095, -0.006], [-0.055, 0.028, 0.059], [-0.084, 0.029, -0.046], [-0.039, 0.068, 0.023], [0.056, 0.088, 0.017], [-0.117, -0.147, -0.041], [-0.067, 0.208, 0.197], [0.078, 0.015, 0.020], [-0.017, -0.028, 0.040], [0.002, -0.002, -0.008], [0.007, -0.012, 0.016], [-0.021, 0.002, -0.005], [0.006, 0.007, -0.011], [-0.080, 0.043, 0.076], [-0.033, -0.001, -0.037], [0.005, -0.059, -0.009], [0.014, -0.007, 0.011], [0.003, 0.019, 0.007], [0.026, 0.000, -0.048], [-0.053, 0.004, -0.002], [0.046, -0.031, -0.021], [0.120, -0.051, -0.056], [0.060, -0.024, 0.072], [0.024, 0.026, -0.039], [0.003, -0.060, 0.027], [-0.042, -0.004, -0.009], [0.017, -0.045, -0.026], [-0.001, 0.003, -0.016], [0.015, -0.003, 0.018], [0.005, 0.028, 0.021], [-0.015, 0.010, -0.003], [-0.007, -0.005, -0.030], [0.050, -0.034, 0.020], [-0.010, 0.020, -0.007], [0.017, 0.025, 0.011], [0.008, -0.005, 0.023], [-0.007, -0.036, 0.016], [0.009, -0.003, -0.014], [0.031, 0.022, 0.099], [-0.023, -0.006, 0.001], [0.051, -0.009, -0.104], [-0.216, 0.360, 0.083], [0.008, 0.029, 0.005], [0.001, 0.024, -0.013], [0.013, 0.025, -0.016], [-0.013, -0.025, 0.003], [0.001, -0.020, -0.007], [-0.009, -0.009, -0.014], [0.027, -0.053, -0.043], [0.039, -0.055, -0.008], [-0.366, 0.100, -0.007], [-0.063, 0.060, -0.070], [0.100, -0.092, 0.008], [-0.057, 0.017, -0.015], [0.017, -0.064, -0.018], [-0.024, 0.040, 0.012], [0.012, 0.002, 0.045], [0.155, 0.097, 0.037], [-0.001, 0.008, -0.001], [0.045, -0.037, 0.005], [-0.012, 0.043, 0.000], [0.003, 0.012, 0.055], [0.001, -0.061, -0.028], [0.001, 0.046, 0.001], [0.021, 0.045, -0.040], [-0.016, -0.033, 0.056], [-0.156, -0.062, -0.105], [0.011, 0.045, -0.012], [-0.109, 0.043, -0.005], [0.020, 0.020, 0.025], [0.013, 0.014, -0.001], [0.016, -0.022, 0.007], [0.002, -0.006, -0.006], [-0.007, 0.016, 0.005], [0.002, 0.023, 0.006], [0.018, 0.012, -0.027], [-0.013, 0.023, -0.001], [-0.006, -0.001, 0.020], [-0.003, 0.012, 0.022], [-0.003, -0.015, 0.022], [-0.007, -0.033, -0.004], [0.015, 0.004, -0.011]],
  "mulliken_charge": [2.371, -0.433, -0.008, -1.007, -0.031, 0.131, -1.320, 0.330, -0.704, 0.664, -0.428, -0.903, -0.568, -0.661, -0.339, 0.062, 1.564, -0.486, -0.802, -0.949, -0.471, 0.467, 0.486, -0.455, 0.539, 0.631, -0.251, 0.602, 0.657, 0.252, 0.464, 0.437, 0.470, 0.305, -0.572, 0.350, 0.521, 0.448, 0.547, -0.821, 0.159, -0.783, -0.277, -0.974, 0.272, 0.355, 0.330, 0.318, 0.279, 0.315, 0.798, -1.290, -0.132, 0.579, 0.705, -0.953, -0.539, -0.788, -0.387, 1.515, -0.939, -1.108, -0.867, 1.125, -0.985, -0.693, -1.058, -0.108, 0.001, 0.521, 0.441, 0.270, 0.334, 0.449, 0.404, 0.431, 0.374, 0.369, 0.462, 0.449, 0.454, 0.451, 0.509, 0.123]
}

Calculated relative energy (zero: lowest compared OMol25 entry of this formula, charge and spin) in order - 109.0; 0.0 kcal/mol
Calculated DFT total energy in order - -152838.565; -127031.172 eV